17
Properties=species:S:1:pos:R:3:forces:R:3:nbo_charge:R:1 method="wB97M-V/def2-TZVPD" fmax_ev_per_a=3.461 relative_energy_kcal_mol=96.9 total_energy_ev=-8323.129 homo_energy_ev="-7.267 / -7.402"
C 1.0223 -2.1048 -0.1459 -0.688 -3.369 0.391 -0.416
C 0.6627 -0.9726 -0.7060 0.761 2.831 1.243 -0.219
C 0.0293 0.5725 1.4492 -1.337 -0.912 -0.837 -0.688
C 0.6298 1.6325 -0.7947 0.253 -0.306 -0.668 -0.666
C 0.2621 0.3747 -0.0785 -1.474 -2.325 -0.139 0.144
N -2.3486 -0.2947 0.1403 -0.698 -0.035 0.501 -0.365
N -1.7172 -0.0732 -0.8410 2.178 1.083 0.632 -0.083
H 1.2898 -2.9997 -0.8015 -0.242 1.466 0.723 0.199
H 0.7852 -2.4712 0.8786 0.558 0.990 -0.503 0.198
H 0.8103 -0.9051 -1.7605 -0.026 0.237 -0.700 0.203
H -0.5861 1.5425 1.6237 1.146 -1.723 -0.157 0.225
H -0.5439 -0.3365 1.8223 0.192 1.282 -0.466 0.239
H 0.9320 0.5204 2.0763 0.034 0.493 -0.550 0.237
H -0.2191 2.2648 -0.6289 -0.693 0.700 -0.635 0.224
H 0.9386 1.5415 -1.8728 -0.643 -0.027 1.077 0.225
H 1.4028 2.1866 -0.2750 0.585 -0.202 0.200 0.224
H -3.3500 -0.4775 -0.0855 0.096 -0.184 -0.113 0.318